{
  "formula": "C29H32F3N5NiO3",
  "method": "the ωB97M-V functional and the def2-TZVPD basis",
  "elements": ["Ni", "F", "F", "F", "O", "O", "O", "N", "N", "N", "N", "N", "C", "C", "C", "C", "C", "C", "C", "C", "C", "C", "C", "C", "C", "C", "C", "C", "C", "C", "C", "C", "C", "C", "C", "C", "C", "C", "C", "C", "C", "H", "H", "H", "H", "H", "H", "H", "H", "H", "H", "H", "H", "H", "H", "H", "H", "H", "H", "H", "H", "H", "H", "H", "H", "H", "H", "H", "H", "H", "H", "H", "H"],
  "coordinates": [[0.22481, -0.29862, -1.57797], [3.04718, -4.09358, -3.10967], [3.64835, -2.02467, -2.68268], [3.03760, -2.55437, -4.65412], [0.90355, -1.22061, -3.37873], [-0.09064, 0.20825, 0.28272], [1.16165, -2.35784, -1.52497], [-4.36102, -0.47028, 3.89429], [-0.67607, 1.36878, -2.51339], [-1.67312, -1.24900, -1.67254], [2.16228, 0.70489, -1.48369], [1.86990, 0.56394, 3.92452], [3.89500, 2.16162, -2.24557], [2.16918, 2.37004, 5.44368], [-2.89148, 0.91479, 5.18486], [0.69315, -3.20061, 0.61971], [-2.20467, -1.70923, -2.80775], [3.01438, 0.22268, -0.58290], [-4.13161, 0.39567, 4.88360], [1.76577, 2.82010, 3.13144], [4.36077, 0.59031, -0.53451], [2.75305, -2.80406, -3.36319], [-4.30813, -2.23699, -1.81671], [1.96037, 3.28108, 4.43711], [1.27077, -3.55168, -0.74782], [-0.94671, 1.44091, -3.82905], [-1.98097, -0.56692, 3.53611], [-1.79458, 0.43360, 4.47314], [1.32465, -2.43908, -2.93856], [1.71615, 1.45395, 2.92691], [-3.29030, -0.96290, 3.25022], [-1.11440, 2.33822, -1.71156], [-2.31772, 3.33673, -3.51496], [-3.80534, -1.70171, -0.62940], [-3.45723, -2.28958, -2.91349], [-2.50786, -1.23265, -0.60894], [4.80699, 1.58665, -1.35456], [2.62168, 1.64460, -2.33086], [2.14721, 1.00781, 5.14503], [-1.98994, 3.34327, -2.17307], [-1.76920, 2.40872, -4.36919], [-2.03663, -0.89806, 0.30724], [1.56741, 3.51224, 2.32524], [-3.00355, 4.11105, -3.84030], [0.03448, 0.15976, 1.21779], [-1.63099, -1.47810, -3.69943], [-0.82650, 0.89139, 4.63194], [-0.87424, 2.28641, -0.65723], [-0.49705, 0.66514, -4.43740], [-3.54704, -1.66298, 2.46719], [2.27922, 0.20508, 5.85968], [-3.86609, -2.59867, -3.86528], [1.21407, -2.47435, 1.23776], [-4.43995, -1.71606, 0.24520], [-2.41063, 4.08126, -1.50727], [-2.81313, 1.71545, 5.90711], [2.36591, 2.66434, 6.46696], [5.82942, 1.93664, -1.30271], [-0.32999, -2.86119, 0.44307], [1.86730, 4.34681, 4.60113], [0.50134, -4.10423, 1.20836], [1.64412, 1.05355, 1.92311], [4.20677, 2.96968, -2.89275], [1.94197, 1.97988, -3.10183], [0.56597, -4.28045, -1.16393], [2.67007, -0.55001, 0.09099], [-1.15537, -0.94348, 2.94688], [2.25462, -4.01581, -0.67727], [-2.05188, 2.32050, -5.40888], [-5.36617, -2.46397, -1.81294], [5.02029, 0.12237, 0.18392], [-4.98409, 0.61397, 5.51791], [0.62688, -3.22042, -3.27780]],
  "lowdin_spin": [1.7727, 0.0005, 0.0001, 0.0008, 0.0355, 0.0268, 0.0184, 0.0000, 0.0364, 0.0358, 0.0364, 0.0001, 0.0016, 0.0001, 0.0000, 0.0005, 0.0017, 0.0015, 0.0000, 0.0001, 0.0014, 0.0010, -0.0020, 0.0000, 0.0027, 0.0027, 0.0003, 0.0000, 0.0066, 0.0003, 0.0000, 0.0005, -0.0021, 0.0016, 0.0017, 0.0013, -0.0017, 0.0021, 0.0000, 0.0014, 0.0019, 0.0002, 0.0000, -0.0001, 0.0068, 0.0001, 0.0000, 0.0002, 0.0004, 0.0000, 0.0000, 0.0003, 0.0001, 0.0003, 0.0003, 0.0000, 0.0000, -0.0001, 0.0000, 0.0000, 0.0001, 0.0002, 0.0003, 0.0003, 0.0002, 0.0004, 0.0003, 0.0004, 0.0003, -0.0001, 0.0003, 0.0000, 0.0002],
  "e_homo_ha": [-0.304, -0.298],
  "max_force_ev_per_a": 2.73,
  "gap_ev": [8.8, 8.6],
  "charge": 0,
  "multiplicity": 3
}

{
  "formula": "C4H5NO2",
  "method": "the ωB97M-V functional and the def2-TZVPD basis",
  "elements": ["O", "O", "N", "C", "C", "C", "C", "H", "H", "H", "H", "H"],
  "coordinates": [[-2.40741, 0.62446, -0.35500], [1.64209, 1.36327, -0.25916], [0.27351, 1.28625, -0.38304], [1.08996, -0.69248, 0.33646], [-1.49566, -0.35261, 0.06102], [-0.05592, 0.07480, -0.01912], [2.10633, 0.18550, 0.17936], [3.17247, 0.10864, 0.34586], [-1.61378, -1.30924, -0.47668], [-1.72659, -0.55655, 1.11361], [-2.10902, 0.99108, -1.19715], [1.12404, -1.72311, 0.65385]],
  "nbo_charge": [-0.6930, -0.2749, -0.1357, -0.3731, -0.0842, 0.1145, 0.1446, 0.2143, 0.1731, 0.1984, 0.4765, 0.2395],
  "e_homo_ha": -0.374,
  "max_force_ev_per_a": 0.47,
  "gap_ev": 11.1,
  "charge": 0,
  "multiplicity": 1
}

{
  "formula": "C8H18O",
  "method": "the ωB97M-V functional and the def2-TZVPD basis",
  "elements": ["O", "C", "C", "C", "C", "C", "C", "C", "C", "H", "H", "H", "H", "H", "H", "H", "H", "H", "H", "H", "H", "H", "H", "H", "H", "H", "H"],
  "coordinates": [[2.38904, 1.65911, -0.50653], [0.41350, -0.81741, -1.96802], [2.25253, 0.42290, 0.14056], [-0.70851, 1.56725, -0.23544], [-0.29405, 0.22053, 0.25301], [-2.20682, -1.10705, -0.19683], [2.57406, 0.57003, 1.59536], [0.30935, -0.76218, -0.47999], [-2.92134, -0.96229, 1.11705], [-0.86464, 1.59660, -1.31170], [0.03257, 2.32035, 0.04236], [-1.99729, -2.13264, -0.49301], [-3.93705, -1.38594, 1.10908], [-2.38086, -1.46905, 1.92366], [-0.30869, 0.08437, 1.32857], [-3.02809, 0.08847, 1.40490], [2.49125, -0.39801, 2.09390], [2.85113, -0.34934, -0.35341], [1.45248, -0.90902, -2.29648], [3.58798, 0.96369, 1.75623], [-2.61598, -0.52794, -1.02114], [-1.63689, 1.87172, 0.25067], [-0.09753, -1.69983, -2.35817], [-0.00843, 0.05550, -2.46320], [1.87602, 1.26001, 2.07908], [0.52615, -1.68847, 0.04027], [2.25010, 1.52864, -1.45081]],
  "nbo_charge": [-0.7322, -0.6741, 0.0909, -0.6745, -0.0825, -0.4228, -0.6803, -0.0942, -0.6582, 0.2096, 0.2430, 0.1689, 0.2047, 0.1981, 0.2074, 0.1964, 0.2139, 0.1334, 0.2194, 0.2159, 0.1685, 0.2215, 0.2303, 0.2125, 0.2053, 0.2078, 0.4715],
  "e_homo_ha": [-0.225, -0.231],
  "max_force_ev_per_a": 1.79,
  "gap_ev": [7.0, 7.1],
  "charge": 0,
  "multiplicity": 1
}

It is found that the relative energy (zero: lowest compared OMol25 entry of this formula, charge and spin) values, taken in the order of the records, are 19.8, 47.2, 129.5 kcal/mol.
It is found that the molar mass values, taken in the order of the records, are 614.3, 99.1, 130.2 Da.
It is found that the electronic energy values, taken in the order of the records, are -3431.67684, -360.59419, -390.64937 a.u..